115
Properties=species:S:1:pos:R:3:forces:R:3 method="wB97M-V/def2-TZVPD" homo_lumo_gap_ev=5.45 molar_mass_g_mol=1167.0 e_lumo_ev=-0.63 total_charge=0
La 12.17202 12.16663 12.35952 0.3 0.3 0.5
Cl 17.62828 17.89340 9.80988 0.2 0.2 -0.6
Cl 14.77060 13.53390 8.54072 -0.7 -1.3 -1.6
S 10.05078 11.79262 14.56769 0.3 0.0 -0.4
S 8.33847 9.33999 14.82620 0.1 0.3 0.1
S 9.46763 11.38630 11.18025 0.4 0.1 0.1
S 7.70198 9.09700 11.97499 0.5 0.5 0.5
O 6.86854 7.40159 13.86219 0.0 0.6 -0.4
O 14.10960 13.50390 11.30892 0.6 0.3 0.3
N 10.88304 14.50139 12.86117 0.4 -0.3 -0.3
N 18.63878 13.52356 8.10197 -1.5 -0.4 -1.6
N 15.34330 11.47288 13.19259 -1.3 -0.3 -0.5
N 13.40652 12.39544 14.90328 -2.5 -0.5 -1.2
N 20.88850 12.64532 8.18198 0.3 -0.7 -1.2
N 15.32982 15.02587 13.28516 0.2 -0.8 2.4
N 19.00845 11.13976 7.79638 0.6 -0.2 -2.4
N 13.69161 13.24870 16.83836 0.5 -0.2 -0.5
N 9.60347 16.36119 12.17017 0.4 0.4 -0.8
N 17.98975 11.84503 13.67083 1.7 0.6 -0.2
N 14.95544 13.02211 16.32774 -0.5 1.5 2.0
N 12.69770 9.55266 13.30441 -0.4 -0.5 0.8
N 19.30975 12.18465 9.91408 -0.3 -0.1 1.9
N 12.75404 10.16982 10.64999 0.4 -0.9 0.7
N 11.85734 12.61207 9.76168 0.7 -0.1 0.6
C 7.46743 8.42233 13.59242 0.1 -0.7 0.3
C 12.76500 12.84692 15.96236 0.5 0.4 -0.5
C 20.03352 13.72203 7.68867 -0.7 0.0 2.4
C 15.67402 15.20190 12.02148 -0.9 0.5 -2.1
C 13.06678 10.54972 9.42298 0.0 0.2 -0.8
C 9.42892 17.38946 11.08344 0.3 -0.1 0.8
C 16.69112 16.50589 10.23013 -0.4 -1.4 -1.5
C 14.00300 9.88113 8.63710 0.4 -1.1 1.7
C 17.58981 11.28613 12.54198 0.1 -0.8 -0.4
C 9.11920 10.54563 13.77228 -0.7 -0.6 1.0
C 14.69544 8.77840 9.18243 -1.5 2.3 -1.2
C 13.31530 9.02475 11.07023 -0.2 0.8 2.1
C 14.30800 8.38260 10.40219 -0.9 -0.4 0.2
C 15.06157 14.36662 10.98710 -2.1 -1.7 3.0
C 7.63541 14.87320 11.64322 0.8 -0.3 1.1
C 18.88164 11.00048 9.17735 -0.7 -0.8 2.0
C 11.92555 11.75988 7.58998 -0.5 -0.1 -2.6
C 13.03464 8.56471 12.48819 -1.2 0.0 -0.9
C 8.81972 10.40356 12.48652 -0.1 0.0 -1.4
C 8.31812 15.82188 12.63861 -0.5 0.9 -0.2
C 16.23849 11.13072 12.29550 0.8 0.0 0.0
C 16.86586 17.23207 12.58625 -1.5 -0.7 -0.4
C 18.48528 13.29886 9.55522 0.2 -0.4 -1.6
C 18.16815 12.29259 7.35024 0.1 0.4 2.3
C 12.30939 11.71916 8.89782 -0.1 -1.1 0.0
C 12.08002 16.28764 11.85067 -1.7 0.6 -0.5
C 17.11483 12.34716 14.48787 -1.7 -0.6 0.8
C 10.88583 13.84856 7.95737 -0.1 -1.1 0.0
C 20.47584 11.37789 7.55729 -0.3 0.5 -0.7
C 9.73175 16.86251 9.70582 0.2 1.6 -1.6
C 15.74549 12.05153 14.28785 1.1 1.3 0.0
C 12.34692 7.95907 15.08778 0.9 -3.2 -1.0
C 11.17456 12.82818 7.07655 0.2 0.0 -0.3
C 16.38463 16.32070 11.58300 1.6 0.8 1.1
C 10.78806 15.66227 12.31517 -0.9 0.8 0.2
C 14.69746 12.53756 15.16710 0.9 -0.9 0.0
C 16.26674 15.57998 9.26485 0.1 1.6 2.3
C 12.64656 6.85574 14.20087 -0.2 1.8 -0.9
C 15.77753 15.83676 14.22530 -0.2 2.0 -2.6
C 20.65250 12.52597 9.62434 1.9 -0.4 -1.2
C 12.96456 7.20354 12.85389 0.5 -0.6 1.1
C 11.22668 13.64548 9.28691 -1.1 1.9 0.3
C 12.37335 9.20328 14.56758 0.6 2.5 0.6
C 15.43582 14.52211 9.70325 1.7 2.0 -1.0
C 16.43485 17.08040 13.86237 0.1 -2.4 0.1
H 9.56070 17.66904 8.91153 0.0 -0.8 1.1
H 7.37054 15.37525 10.74498 -0.2 0.5 -0.8
H 7.69407 16.71747 12.85542 0.2 -0.5 -0.3
H 17.05151 12.15193 7.61683 1.8 -0.1 -0.6
H 10.81063 16.68853 9.63864 -0.3 -0.5 -0.2
H 14.22066 10.24950 7.69410 0.4 0.6 -1.7
H 17.81020 10.83456 9.40279 0.3 0.0 0.2
H 12.20521 15.83235 10.87298 0.9 0.1 -0.1
H 17.42385 18.08896 12.31149 0.4 0.6 -0.3
H 8.39224 17.70640 11.18877 0.1 0.1 -0.2
H 8.43564 15.39220 13.61562 0.3 -0.6 0.4
H 13.53946 13.96194 17.51471 0.2 0.1 0.9
H 18.34839 12.41756 6.29726 -0.3 0.2 -0.5
H 14.68758 7.52764 10.83892 1.0 -1.6 0.8
H 20.05493 13.81159 6.64993 0.2 -0.1 -1.8
H 10.05600 18.29019 11.22062 -0.2 -0.5 0.4
H 19.44113 10.10402 9.52934 -0.2 0.6 -0.1
H 10.24382 14.64985 7.69381 -0.2 0.8 -0.2
H 10.83746 12.85305 6.00973 0.4 -0.1 1.2
H 6.73356 14.42352 12.05827 0.1 0.0 0.1
H 18.76845 14.19078 10.06927 0.4 0.6 0.5
H 20.33447 14.68151 8.09229 0.5 0.2 0.3
H 15.85586 10.73063 11.39082 -0.2 -0.4 -0.9
H 20.77364 11.33467 6.48600 -0.7 0.4 0.5
H 18.37339 10.90784 11.86517 -0.6 0.4 0.3
H 9.99136 14.07783 13.05838 -0.5 -0.2 0.3
H 11.68199 12.92386 16.08414 0.5 -0.1 0.0
H 10.87861 14.41278 9.99797 0.2 -0.7 -0.2
H 15.49212 15.68442 15.22970 -0.3 -0.5 1.0
H 16.48898 15.78834 8.24625 0.1 -0.3 -0.7
H 12.80342 15.96820 12.55691 1.0 -0.2 0.3
H 21.33456 11.73981 9.96459 0.0 0.2 0.3
H 17.42551 12.89796 15.37014 0.1 -0.1 -0.1
H 21.05379 10.55229 7.99185 -0.3 0.1 0.3
H 15.46255 8.25278 8.72040 1.2 -0.6 -1.2
H 12.23953 7.80316 16.15766 -0.3 0.0 -0.3
H 12.59793 5.79698 14.49012 0.1 0.7 0.0
H 12.10812 10.96561 6.85448 0.3 0.1 0.7
H 13.25476 6.40760 12.13576 -0.4 0.7 0.5
H 17.45867 13.09604 9.81889 -0.4 -0.1 -0.2
H 9.11788 16.02527 9.40118 0.1 -0.4 0.1
H 8.35048 14.07995 11.41269 -0.3 -0.2 -0.1
H 21.00357 13.51083 9.92463 -0.5 0.0 1.2
H 12.25044 10.04754 15.27278 -0.3 -0.5 -0.7
H 16.70097 17.78464 14.59663 0.3 0.7 0.9
H 12.02411 17.38547 11.75696 0.1 -0.5 0.1

103
Properties=species:S:1:pos:R:3:forces:R:3 method="wB97M-V/def2-TZVPD" homo_lumo_gap_ev=6.21 molar_mass_g_mol=766.0 e_lumo_ev=-4.31 total_charge=+1
Si 1.53966 0.04912 -0.16608 -0.1 -0.1 -0.3
F 5.30118 -2.26387 0.90463 0.1 0.3 0.0
F 6.66634 -0.60633 0.53155 -0.2 -0.1 -0.3
N 5.59823 -2.43022 -3.86650 0.0 0.0 0.1
N 4.64380 -6.50561 -3.26747 0.1 0.1 -0.1
N 5.75517 -2.93923 -7.22361 -0.1 0.2 0.4
N -7.24719 4.47237 6.80389 0.1 0.0 0.0
N -12.46181 5.16236 3.43733 0.0 0.0 0.0
N 7.57311 3.16291 -1.84079 0.0 -0.1 0.0
N 6.07405 -1.21932 -3.61931 -0.1 -0.2 0.0
N -5.18387 -0.35296 3.40864 0.0 0.0 0.0
C -0.07010 -0.51341 0.57220 0.1 0.1 0.1
C -6.60865 5.42662 7.47828 0.0 0.0 0.1
C 5.17719 -7.36545 -2.39826 0.0 0.1 0.0
C 4.32752 -0.15992 0.32225 0.1 0.0 0.0
C -5.49990 1.81708 4.37265 0.0 0.0 0.0
C 6.00173 -1.66420 -7.53622 0.0 0.0 0.0
C -6.13239 1.26053 5.47229 0.0 0.1 0.1
C 5.16636 -8.05317 -5.02141 0.0 0.0 0.0
C -6.63088 6.92097 5.62295 0.0 0.0 0.0
C -7.57890 4.73818 5.54175 0.0 -0.1 0.0
C 6.33557 2.93979 -2.27423 0.0 -0.2 0.0
C -11.06607 5.26203 5.38308 0.0 0.0 0.0
C -2.54571 -1.35017 1.58678 -0.1 0.1 -0.1
C -2.47290 -0.26797 0.72049 -0.2 0.0 0.1
C -1.38563 -2.01753 1.93782 -0.1 -0.1 0.1
C 5.10074 -1.90725 -9.72511 0.0 0.0 0.0
C -12.17570 5.18105 6.20931 0.0 0.0 0.0
C 5.72060 -8.93313 -4.10576 0.0 0.0 0.0
C -0.16179 -1.60008 1.44270 0.1 0.0 0.0
C -1.25030 0.14636 0.22320 0.0 0.0 -0.1
C -13.51771 5.08417 4.24323 0.0 0.0 0.0
C 1.56953 -0.51601 -1.96525 -0.1 0.1 0.2
C 6.07242 -0.81196 -2.36598 -0.1 0.0 0.1
C -11.26457 5.25036 4.01117 0.0 0.0 0.0
C 6.60285 0.56637 -2.15833 0.1 0.2 -0.1
C -7.29488 5.93756 4.90689 0.0 0.0 0.0
C 5.69536 -1.10458 -8.76498 0.0 0.0 0.0
C -5.04664 0.97127 3.37221 0.0 0.0 0.0
C 4.84064 -3.23259 -9.41665 0.0 0.0 0.0
C 7.90509 0.78734 -1.72660 -0.1 0.1 0.0
C -5.79147 -0.87355 4.47366 0.0 0.0 0.0
C 5.72602 -8.58287 -2.76544 0.0 0.0 0.0
C -13.42972 5.09063 5.62810 0.0 0.0 0.0
C 5.56273 -1.62505 -1.31302 0.2 -0.2 0.0
C 5.79940 1.66584 -2.44456 0.2 0.0 0.0
C 5.18442 -3.69876 -8.15889 0.0 -0.1 0.1
C 5.12113 -3.26974 -2.97000 -0.1 0.0 0.3
C 5.47970 -1.14178 0.13443 -0.2 -0.3 0.1
C -6.28192 -0.11575 5.52617 0.0 0.0 -0.1
C -6.28024 6.66127 6.93791 0.0 0.0 0.0
C 5.07980 -2.87280 -1.63366 0.1 0.2 -0.3
C 4.64523 -6.85844 -4.55445 0.0 0.0 0.0
C 1.72136 1.91102 -0.16229 0.2 -0.2 0.1
C 8.33432 2.10331 -1.57666 -0.1 -0.2 -0.1
C 2.99019 -0.81516 0.68125 -0.2 0.2 0.1
H 2.55096 -0.41890 -2.43875 0.0 0.0 -0.1
H -5.36006 2.88710 4.29380 0.0 0.0 0.0
H -5.76358 7.39830 7.53681 0.0 0.0 0.0
H -6.50077 1.89215 6.27230 0.0 0.0 0.0
H 4.23521 0.40885 -0.60617 0.1 0.1 0.0
H -10.06765 5.33520 5.78947 0.0 0.0 0.0
H -3.50571 -1.64614 1.98651 0.0 0.0 0.0
H -7.59002 6.09479 3.87819 0.0 0.0 0.0
H 4.84665 -1.50745 -10.69763 0.0 0.0 0.0
H 4.38246 -3.89617 -10.13613 0.0 0.0 0.0
H -1.22183 0.98775 -0.46101 0.0 0.0 0.0
H -14.32442 5.02590 6.23188 0.0 0.0 0.0
H 1.63625 2.34425 0.83381 -0.1 0.0 0.0
H -14.48232 5.01255 3.75313 0.0 0.0 0.0
H 4.20095 -6.14738 -5.24382 0.0 0.0 0.0
H 9.34004 2.29892 -1.22431 0.0 0.1 0.0
H 0.72976 -2.13831 1.74528 0.0 0.0 0.0
H 4.78308 1.54976 -2.80089 0.0 0.0 0.0
H 5.15746 -7.06418 -1.35696 0.0 0.0 0.0
H -6.76941 -0.59447 6.36404 0.0 0.0 0.0
H -6.39302 7.87211 5.16484 0.0 0.0 0.0
H 2.85060 -0.81349 1.76297 0.1 -0.1 0.0
H 5.61653 -2.70245 -4.85259 0.1 0.0 -0.4
H 6.14432 -9.23956 -2.01594 0.0 0.0 0.0
H 5.73219 3.80963 -2.50601 0.0 0.0 0.0
H 1.23101 -1.55160 -2.03672 0.1 0.0 0.0
H 6.47238 -1.06397 -6.76435 0.0 0.0 0.0
H -8.10033 3.94340 5.01750 0.0 0.0 -0.1
H 2.69838 2.19216 -0.56459 0.0 0.1 0.0
H -5.89075 -1.95363 4.48015 0.0 0.0 0.0
H 5.13604 -8.28695 -6.07626 0.0 0.0 0.0
H 5.91899 -0.06569 -8.96183 0.0 0.0 0.0
H 8.57582 -0.03008 -1.49905 0.0 0.0 0.0
H -4.54738 1.37241 2.49641 0.0 0.0 0.0
H 4.77932 -4.25056 -3.28611 0.0 -0.1 -0.1
H -6.34979 5.18830 8.50392 0.0 0.0 0.0
H -1.44311 -2.86795 2.60471 0.1 0.0 0.0
H -10.42014 5.31509 3.33207 0.0 0.0 0.0
H -12.06390 5.18763 7.28583 0.0 0.0 0.0
H 4.99998 -4.73129 -7.88544 0.0 0.0 0.0
H 6.13825 -9.87657 -4.43082 0.0 0.0 0.0
H -3.38403 0.24713 0.44270 0.0 0.0 0.0
H 0.96428 2.35413 -0.80951 0.0 0.1 0.0
H 4.68049 -3.55501 -0.89955 0.0 0.1 0.1
H 2.94651 -1.85772 0.35682 0.0 0.0 0.0
H 4.64106 0.55321 1.08544 0.0 0.0 0.0
H 0.85673 0.08915 -2.52949 0.1 0.0 -0.1

100
Properties=species:S:1:pos:R:3:forces:R:3 method="wB97M-V/def2-TZVPD" homo_lumo_gap_ev="5.95 / 5.99" spin_multiplicity=7 molar_mass_g_mol=835.8 relative_energy_ev=0.099 e_lumo_ev="-3.48 / -3.46" total_charge=+1
Tb -0.48866 -1.62445 -0.30034 -0.7 -0.6 -0.1
O 1.72546 -2.40250 0.13045 -0.4 0.2 -0.2
O -0.40845 -0.16976 -2.27079 -0.1 -0.4 0.5
N -2.34922 -2.93947 -0.03590 0.3 0.1 -0.1
N -1.75805 -1.26309 2.07973 0.2 -0.2 -0.3
N 2.53127 7.73042 3.12131 -0.1 -0.2 -0.1
N -0.57950 -3.51138 -2.11949 0.0 0.2 -0.1
C 5.31020 1.21135 -0.35319 0.0 0.0 -0.1
C -2.42250 -4.66363 -3.31703 0.0 0.1 -0.1
C -4.18740 -3.59123 3.72166 0.0 0.0 0.0
C 0.28752 -4.63948 -1.72028 -0.1 0.1 0.1
C 1.41046 3.44481 -1.94298 0.0 0.0 0.0
C -4.31669 -4.54386 2.71697 0.0 0.0 0.0
C 4.57104 0.54620 -1.32992 0.1 0.1 0.0
C -2.16321 2.07518 -1.48686 -0.1 -0.1 0.0
C -2.74633 -2.32154 2.26006 0.2 0.2 0.2
C -2.99033 0.82840 -1.68138 0.1 0.2 -0.1
C -0.79646 2.15265 -1.82973 0.0 -0.1 -0.1
C -3.37640 -2.49530 3.48599 0.0 0.0 0.1
C -1.98007 -3.93630 -2.21788 0.2 0.0 -0.1
C -3.75847 -4.99425 -3.45715 0.0 0.0 0.1
C 2.46852 3.19839 1.46493 0.0 0.0 0.0
C 5.15186 0.83287 0.97819 0.1 0.0 0.0
C -4.21301 -3.86891 -1.37736 -0.1 0.0 -0.1
C -2.85323 -3.58365 -1.18795 0.0 0.0 0.4
C -2.77055 3.20392 -0.96278 -0.1 0.0 0.0
C 1.85794 5.33401 2.38446 0.1 0.2 0.0
C -0.71774 4.43824 -1.10116 0.1 0.1 0.0
C -4.65811 -4.56456 -2.48685 0.0 0.0 0.0
C -0.10899 -2.97413 -3.41497 0.1 -0.1 0.1
C 2.82418 4.47332 1.86738 0.0 0.0 0.0
C -2.32851 0.06184 2.36891 -0.1 0.0 -0.1
C 0.18383 3.63558 2.09093 0.0 0.0 0.0
C -2.06597 4.38702 -0.75580 -0.1 0.0 0.0
C 3.53918 -0.83538 0.33951 0.0 0.0 0.1
C 0.53568 4.90997 2.49564 -0.1 0.0 0.0
C 3.68148 -0.46541 -1.01439 -0.1 0.0 -0.2
C 6.26187 2.31671 -0.71640 0.0 0.0 0.0
C 4.28720 -0.17913 1.34705 0.0 0.0 0.2
C -2.95674 -3.20548 1.20610 0.0 -0.1 -0.4
C -0.06859 3.34805 -1.64182 0.2 0.0 0.0
C 2.92384 -1.13140 -2.13485 0.2 0.0 0.1
C 1.14435 2.76220 1.57281 0.0 -0.1 0.0
C 0.38893 0.40221 0.61352 0.3 0.3 0.2
C 2.23137 6.66807 2.79755 0.0 -0.1 0.0
C 0.76294 1.45566 1.10669 0.1 0.2 -0.2
C 4.13083 -0.49498 2.81891 0.0 0.0 -0.1
C -0.60596 -1.52137 2.96935 -0.1 0.1 0.0
C -3.70544 -4.35909 1.48993 -0.1 0.0 0.0
C -2.73200 5.59300 -0.15712 0.0 0.0 0.0
C 2.62606 -1.85318 0.78208 0.0 0.0 0.1
C -0.06182 1.01793 -2.32170 -0.1 0.1 0.0
H 3.84852 4.81335 1.78531 0.0 0.0 0.0
H -4.09436 -5.55970 -4.31747 0.0 0.0 0.1
H 1.86654 -0.87117 -2.11156 0.0 0.0 0.0
H -2.70657 0.05427 -0.97177 -0.1 -0.1 0.2
H -0.09392 -5.07624 -0.80002 0.0 0.0 0.1
H -4.89804 -5.44308 2.89120 0.1 0.1 0.0
H -3.79700 5.42956 -0.00313 0.0 0.0 0.0
H -0.20866 5.58483 2.89955 0.0 0.0 0.0
H 1.30428 -4.28767 -1.55275 0.0 0.0 0.0
H -0.18013 -2.50213 2.74131 0.0 0.0 0.0
H 2.74937 -2.17852 1.81831 0.0 0.0 0.1
H 4.82882 0.09986 3.40387 0.0 0.0 0.0
H 1.78879 4.42155 -1.64437 0.0 0.0 0.0
H -0.90014 -1.52693 4.02166 0.0 0.0 0.0
H 3.12079 -0.25552 3.16351 0.0 0.0 0.0
H -3.21454 -1.77712 4.28267 0.0 0.0 -0.1
H 3.21311 2.52606 1.05479 -0.1 0.1 0.0
H -0.06944 -3.75063 -4.17933 0.1 0.0 0.0
H -1.57978 0.82098 2.16870 0.1 0.1 0.0
H 0.90189 1.23375 -2.79491 0.1 0.0 0.0
H -2.64900 0.14038 3.41188 0.0 0.0 0.0
H -4.92305 -3.53292 -0.63325 0.0 0.0 0.0
H 0.89564 -2.57009 -3.29708 0.0 0.0 0.0
H -1.72131 -4.96503 -4.08798 -0.1 0.0 0.1
H 7.26813 2.09236 -0.35697 0.0 0.0 0.0
H 0.14357 -0.74671 2.81240 0.0 0.0 0.0
H 6.30756 2.47199 -1.79337 0.0 0.0 0.0
H 2.99358 -2.21873 -2.07657 0.0 0.0 0.0
H -3.19349 0.22788 1.72587 0.0 0.0 0.0
H -0.77066 -2.18411 -3.75076 -0.1 0.1 0.0
H -2.27805 5.84075 0.80547 0.0 0.0 0.0
H -0.84810 3.31122 2.15842 0.1 0.0 0.0
H -0.15870 5.35337 -0.92550 -0.1 -0.1 0.0
H -3.81100 -5.11886 0.72904 0.0 0.0 0.0
H 4.70091 0.82588 -2.37067 0.0 0.0 0.1
H -2.60536 6.46353 -0.80325 0.0 0.0 0.0
H 0.30186 -5.41002 -2.49284 0.0 -0.1 -0.1
H -4.04690 1.03948 -1.52940 0.0 0.0 0.0
H 4.32641 -1.54398 3.04831 0.0 0.0 0.0
H 1.61853 3.32255 -3.00984 0.0 0.0 0.1
H -3.82553 3.16312 -0.70795 0.1 0.0 0.0
H -4.68035 -3.71576 4.67773 0.0 0.0 -0.1
H 5.95483 3.25438 -0.24651 0.0 0.0 0.0
H 1.97625 2.68454 -1.39552 0.0 0.1 0.0
H 5.72761 1.34209 1.74562 -0.1 0.0 0.0
H -2.85479 0.40209 -2.67300 0.0 0.0 -0.1
H 3.32129 -0.81083 -3.09631 0.0 0.0 0.0
H -5.71698 -4.76915 -2.59754 0.1 0.0 0.0